No. 1
{"formula": "C3H3NO2S", "method": "the ωB97M-V functional and the def2-TZVPD basis", "mol_weight_da": 117.13, "e_homo_ev": -9.208, "charge": 0, "relative_energy_kj_mol": 294.4, "symbols": ["O", "C", "N", "S", "H", "C", "C", "O", "H", "H"], "coordinates": [[-0.57113, -1.48842, 2.45214], [-1.01550, -1.43136, 1.40151], [-1.29855, -1.35303, 0.25423], [-2.29863, -1.52820, -1.05178], [-1.42550, -1.22943, -2.12761], [1.47508, 1.43811, 0.36292], [1.12585, 1.22803, -0.87859], [0.81365, 1.13567, -1.99354], [0.67512, 1.41644, 1.17057], [2.51961, 1.81219, 0.41014]]}


No. 2
{"formula": "CH10N2O3", "method": "the ωB97M-V functional and the def2-TZVPD basis", "mol_weight_da": 98.10, "e_homo_ev": -9.071, "charge": 0, "relative_energy_kj_mol": 62.5, "symbols": ["H", "N", "C", "N", "H", "H", "H", "O", "H", "H", "O", "H", "H", "O", "H", "H"], "coordinates": [[-2.21164, -1.26891, 0.34335], [-1.52283, -0.52055, 0.26811], [-1.51192, -0.24990, -0.98112], [-0.66349, 0.65853, -1.52299], [-2.33809, -0.47438, -1.65709], [0.31054, 0.64548, -1.26671], [-0.89448, 1.11678, -2.37600], [0.66707, 1.23449, 1.24925], [-0.02781, 0.54590, 1.23521], [0.19485, 2.06401, 1.36178], [0.11866, -2.76116, 1.60162], [-0.14302, -2.06217, 2.20949], [0.88473, -3.16942, 2.01707], [2.17657, 1.15956, -1.03629], [3.01198, 1.56259, -1.28530], [1.94886, 1.51915, -0.16038]]}


No. 3
{"formula": "C17H12IN5OPdS4", "method": "the ωB97M-V functional and the def2-TZVPD basis", "mol_weight_da": 663.91, "e_homo_ev": -0.113, "charge": -2, "relative_energy_kj_mol": 0.0, "symbols": ["Pd", "C", "C", "C", "C", "C", "C", "N", "N", "C", "C", "C", "C", "C", "N", "H", "H", "H", "H", "H", "H", "H", "H", "H", "O", "C", "S", "C", "C", "S", "S", "S", "I", "C", "C", "N", "N", "C", "H", "H", "H"], "coordinates": [[-0.85067, 0.03680, -0.94712], [4.37075, -2.62851, -0.68061], [3.03885, -3.04085, -0.68236], [1.99549, -2.14412, -0.81565], [2.22262, -0.75080, -0.95068], [3.59267, -0.34614, -0.95493], [4.61938, -1.26471, -0.82583], [1.20972, 0.14407, -1.05583], [1.66275, 1.46230, -1.04009], [0.76216, 2.37173, -0.96203], [1.13517, 3.77446, -0.91411], [0.18914, 4.73919, -0.87313], [-1.19443, 4.38380, -0.88533], [-1.50737, 3.04958, -0.89540], [-0.60550, 2.05722, -0.91216], [5.18008, -3.34041, -0.56643], [2.80793, -4.09656, -0.57157], [0.98119, -2.50486, -0.80597], [3.80611, 0.70449, -1.07030], [5.64432, -0.90406, -0.84050], [2.19433, 3.99760, -0.90610], [0.47643, 5.78503, -0.81924], [-1.97533, 5.13189, -0.88121], [-2.54703, 2.74386, -0.88362], [-6.32522, -4.18224, -0.71103], [-5.36838, -3.43538, -0.75656], [-3.73335, -3.94114, -1.16812], [-2.95423, -2.36095, -1.04244], [-3.74971, -1.34589, -0.67882], [-3.21807, 0.31489, -0.59492], [-5.44733, -1.71330, -0.39656], [-1.26687, -2.24811, -1.42524], [0.79215, -0.14080, 5.68764], [-0.08661, -0.10713, 3.80731], [-1.31756, 0.43043, 3.50645], [-1.49252, 0.21650, 2.19200], [-0.46977, -0.42752, 1.63121], [0.40899, -0.63269, 2.59801], [-2.03854, 0.93902, 4.12455], [-2.28459, 0.40611, 1.57713], [1.34285, -1.13285, 2.38961]]}


No. 4
{"formula": "C50H57N5O2P2ReSSe2", "method": "the ωB97M-V functional and the def2-TZVPD basis", "multiplicity": 4, "s_squared": 3.789, "mol_weight_da": 1198.18, "e_homo_ev": [-17.584, -17.710], "charge": 4, "symbols": ["Re", "O", "P", "C", "P", "O", "C", "C", "C", "C", "C", "C", "C", "C", "C", "C", "C", "C", "C", "C", "C", "C", "C", "C", "C", "C", "C", "C", "C", "C", "H", "H", "H", "H", "H", "H", "H", "H", "H", "H", "H", "H", "H", "H", "H", "H", "H", "H", "H", "H", "H", "H", "S", "C", "N", "C", "C", "C", "C", "H", "H", "H", "H", "H", "C", "N", "C", "C", "N", "C", "C", "Se", "H", "H", "H", "H", "H", "H", "H", "H", "C", "C", "C", "C", "N", "C", "Se", "N", "C", "C", "C", "C", "C", "C", "C", "C", "C", "C", "H", "H", "H", "H", "H", "H", "H", "H", "H", "H", "H", "H", "H", "H", "H", "H", "H", "H", "H", "H", "H", "H"], "coordinates": [[-0.15166, -0.27043, 0.82936], [-0.65373, 0.62318, 2.61674], [-0.71938, 2.04929, 3.22051], [-1.29963, 3.19741, 1.92974], [-0.39327, 3.07821, 0.36447], [-0.38665, 1.55774, -0.00285], [1.26767, 3.66584, 0.55525], [2.35312, 2.79260, 0.59780], [3.62873, 3.29499, 0.79630], [3.81670, 4.66276, 0.94343], [2.73770, 5.53710, 0.88645], [1.46048, 5.04384, 0.69189], [-1.23162, 4.00663, -0.88495], [-2.57169, 4.38553, -0.76369], [-3.18829, 5.05848, -1.80486], [-2.47621, 5.34413, -2.96279], [-1.14409, 4.96876, -3.08653], [-0.51581, 4.30077, -2.05154], [-1.94310, 2.09281, 4.50631], [-2.15186, 3.28619, 5.20228], [-3.11685, 3.34066, 6.19114], [-3.86506, 2.20962, 6.49404], [-3.65698, 1.02236, 5.80599], [-2.69597, 0.95944, 4.80996], [0.89061, 2.52580, 3.79776], [1.23402, 3.86404, 3.99748], [2.47253, 4.18070, 4.52687], [3.36440, 3.17016, 4.86238], [3.02371, 1.83840, 4.66922], [1.78782, 1.51105, 4.13875], [-1.27865, 4.22133, 2.30847], [-2.34330, 2.92045, 1.74766], [2.21309, 1.72412, 0.46241], [4.47735, 2.62689, 0.82245], [4.81344, 5.05300, 1.09041], [2.89586, 6.60134, 0.98168], [0.62352, 5.72839, 0.62448], [-3.13095, 4.18834, 0.14030], [-4.21676, 5.37384, -1.70971], [-2.95917, 5.87797, -3.76906], [-0.59274, 5.21433, -3.98256], [0.52823, 4.02762, -2.13968], [-1.55503, 4.16571, 4.99726], [-3.28067, 4.26041, 6.73328], [-4.60988, 2.25477, 7.27554], [-4.24786, 0.14993, 6.04606], [-2.53997, 0.04021, 4.26108], [0.55057, 4.66489, 3.74626], [2.73924, 5.21541, 4.68782], [4.32558, 3.42363, 5.28635], [3.71920, 1.05886, 4.94150], [1.51778, 0.47221, 3.99583], [1.28064, -1.83341, 1.88084], [0.55562, -2.74815, 3.19500], [1.06338, -3.98613, 3.39325], [0.70992, -4.78714, 4.41753], [-0.22273, -4.35709, 5.32717], [-0.76711, -3.08419, 5.16592], [-0.38403, -2.28321, 4.10164], [1.79489, -4.30461, 2.76313], [1.19719, -5.75012, 4.46698], [-0.50048, -4.99215, 6.15464], [-1.47495, -2.70937, 5.89128], [-0.76946, -1.28114, 3.98498], [-3.87878, 0.04127, -1.37317], [-3.52625, -1.36831, -1.50123], [-3.94201, -2.18423, -2.51987], [-3.42501, -3.41641, -2.28404], [-2.70563, -3.33380, -1.12085], [-2.01661, -4.45352, -0.49019], [-2.77691, -2.08100, -0.64904], [-2.22903, -1.52864, 1.08003], [-4.06111, 0.43626, -2.36879], [-3.04930, 0.57525, -0.91402], [-4.77769, 0.14225, -0.76760], [-4.57133, -1.83400, -3.31693], [-3.52452, -4.33537, -2.83391], [-1.81084, -5.19884, -1.25532], [-2.64762, -4.88924, 0.28353], [-1.08335, -4.09643, -0.05577], [0.52759, 1.54132, -4.57262], [0.93646, 0.16838, -5.09602], [-0.25684, -0.71400, -5.46191], [-1.00354, -1.26087, -4.24774], [-0.22825, -2.30472, -3.56622], [0.48431, -2.22227, -2.42912], [0.55860, -0.55822, -1.49863], [1.16564, -3.36397, -2.24315], [2.21901, -3.63949, -1.26766], [3.60306, -3.63324, -1.91764], [4.07545, -2.24294, -2.33849], [4.39071, -1.32819, -1.16006], [0.84449, -4.24103, -3.27626], [1.26048, -5.54523, -3.54107], [0.75708, -6.12780, -4.68447], [-0.13531, -5.44666, -5.53400], [-0.55177, -4.15984, -5.26864], [-0.03493, -3.56772, -4.11616], [1.39766, 2.18612, -4.46114], [0.03078, 1.48579, -3.59982], [-0.15507, 2.02739, -5.26911], [1.56897, -0.34543, -4.36016], [1.55680, 0.29536, -5.98419], [0.06891, -1.54650, -6.08748], [-0.97241, -0.13831, -6.05188], [-1.95080, -1.71737, -4.53494], [-1.20122, -0.46768, -3.52446], [1.99371, -4.61138, -0.82153], [2.14925, -2.87900, -0.49772], [3.59972, -4.30390, -2.77849], [4.30715, -4.05131, -1.19568], [3.33066, -1.77792, -2.99312], [4.97389, -2.35943, -2.94402], [3.49252, -1.03109, -0.61175], [4.88102, -0.41790, -1.50018], [5.06649, -1.81941, -0.45982], [1.94396, -6.07725, -2.89694], [1.05766, -7.13317, -4.94130], [-0.49822, -5.94695, -6.41932], [-1.23510, -3.64443, -5.92703]]}


No. 5
{"formula": "H6O3", "method": "the ωB97M-V functional and the def2-TZVPD basis", "mol_weight_da": 54.05, "e_homo_ev": -10.685, "charge": 0, "relative_energy_kj_mol": 51.6, "symbols": ["O", "H", "H", "O", "H", "H", "O", "H", "H"], "coordinates": [[20.49803, 5.23222, -10.59161], [20.51249, 5.59660, -11.41798], [21.34690, 5.35813, -10.10553], [20.70493, 6.39534, -12.96352], [20.06843, 5.81609, -13.33149], [20.26472, 7.23415, -12.84918], [18.60667, 4.74765, -13.46121], [18.09377, 4.47957, -14.21673], [18.05453, 4.95680, -12.72971]]}


No. 6
{"formula": "C29H61BNO20S5", "method": "the ωB97M-V functional and the def2-TZVPD basis", "mol_weight_da": 914.94, "e_homo_ev": -7.365, "charge": -1, "relative_energy_kj_mol": 566.4, "symbols": ["O", "C", "O", "B", "O", "C", "O", "O", "C", "O", "C", "O", "O", "C", "S", "O", "C", "H", "H", "H", "H", "H", "H", "C", "S", "O", "C", "H", "H", "H", "H", "H", "H", "C", "S", "O", "C", "H", "H", "H", "H", "H", "H", "C", "S", "O", "C", "H", "H", "H", "H", "H", "H", "C", "S", "O", "C", "H", "H", "H", "H", "H", "H", "C", "O", "N", "C", "C", "H", "H", "H", "H", "H", "H", "H", "O", "C", "O", "C", "C", "C", "H", "H", "H", "H", "H", "H", "H", "H", "O", "C", "O", "C", "C", "C", "H", "H", "H", "H", "H", "H", "H", "H", "O", "C", "O", "C", "C", "C", "H", "H", "H", "H", "H", "H", "H", "H"], "coordinates": [[-0.23709, 1.24963, -1.82840], [-0.86927, 0.65464, -0.99282], [-1.36235, -0.59543, -1.05336], [-2.09003, -0.89570, 0.17549], [-2.06045, 0.37530, 0.99525], [-1.34546, 1.34034, 0.38887], [-1.00503, 2.40251, 0.82877], [-1.58194, -2.12197, 0.83997], [-2.52497, -3.09366, 0.79950], [-2.29992, -4.19828, 1.30596], [-3.71188, -2.56906, 0.16279], [-3.49164, -1.27182, -0.10404], [-4.68601, -3.24503, -0.11136], [5.80064, 2.22815, 0.49690], [6.55145, 0.55765, 0.77406], [6.90916, 0.28430, 2.20940], [5.05819, -0.53480, 0.41519], [5.34522, 2.38094, -0.48154], [6.60372, 2.95024, 0.64435], [4.97757, 2.60255, 1.10557], [5.36379, -1.56518, 0.59690], [4.72178, -0.49847, -0.62096], [4.23905, -0.11031, 0.99564], [-5.39680, -12.25940, 5.66910], [-6.90874, -12.61945, 6.65467], [-8.27052, -12.52779, 6.03583], [-6.71291, -14.39197, 6.95291], [-4.56399, -12.60995, 6.27873], [-5.46520, -11.29283, 5.16993], [-5.45065, -12.85292, 4.75644], [-7.24078, -14.91448, 7.75071], [-5.72969, -14.53502, 7.40116], [-6.72835, -14.88620, 5.98153], [-5.72463, 1.61229, -7.82926], [-4.29183, 2.37880, -8.73056], [-4.99821, 3.06178, -9.89392], [-3.92223, 3.73153, -7.59254], [-6.64380, 2.19582, -7.88143], [-5.29044, 1.33413, -6.86895], [-6.09867, 0.65990, -8.20496], [-3.79843, 3.34233, -6.58194], [-4.64881, 4.52135, -7.78321], [-2.99623, 4.24080, -7.85945], [0.59405, 9.40986, -3.03229], [0.52197, 11.05076, -3.82001], [1.81886, 11.76504, -3.40747], [0.97668, 10.34693, -5.52090], [0.43587, 9.59946, -1.97063], [1.59535, 9.07732, -3.30604], [-0.14258, 8.67027, -3.34612], [0.12179, 9.88665, -6.01628], [1.87538, 9.73012, -5.52198], [1.14598, 11.24316, -6.11774], [-7.83613, 5.17268, 0.66628], [-8.23881, 4.03635, -0.79597], [-6.97072, 4.02613, -1.51266], [-8.21799, 2.60889, 0.37063], [-7.58177, 6.10413, 0.16050], [-6.91598, 4.73569, 1.05418], [-8.62240, 5.28231, 1.41318], [-8.36887, 1.73809, -0.26735], [-9.08926, 2.68268, 1.02143], [-7.30718, 2.51298, 0.96168], [-4.99773, -4.61236, 7.85084], [-5.03739, -5.74045, 8.33564], [-5.75385, -4.08078, 6.92694], [-5.44013, -2.68879, 6.41564], [-7.00572, -4.72529, 6.53009], [-4.12635, -3.95858, 8.01049], [-5.26589, -1.98897, 7.23296], [-6.25760, -2.37971, 5.76424], [-4.46031, -2.55955, 5.95592], [-6.61215, -5.28678, 5.68278], [-7.26969, -5.50157, 7.24828], [-7.72892, -3.97133, 6.21925], [7.27554, -10.40703, 5.59399], [7.43377, -10.92028, 4.52221], [6.61141, -11.05371, 3.57913], [5.26006, -10.53417, 3.58118], [5.04871, -9.28790, 2.62064], [8.85575, -11.32299, 4.23527], [4.84779, -10.32262, 4.56779], [4.74125, -11.38154, 3.13298], [5.67428, -8.43033, 2.86831], [4.03440, -8.92246, 2.46017], [5.24974, -9.54757, 1.58129], [9.48992, -10.50049, 3.90452], [8.95377, -12.15984, 3.54376], [9.26637, -11.74155, 5.15413], [5.82338, 4.15771, -8.47869], [5.90759, 3.44977, -9.49409], [5.18759, 2.40026, -9.72681], [4.36409, 1.90194, -8.67502], [3.36033, 0.85533, -9.14964], [6.90502, 3.75061, -10.61451], [3.73641, 2.74444, -8.38464], [4.94427, 1.62389, -7.79515], [2.73313, 1.10300, -10.00601], [2.73151, 0.55440, -8.31170], [4.02261, 0.01231, -9.34660], [7.83815, 3.23578, -10.38580], [6.94710, 4.82661, -10.78348], [6.52983, 3.35484, -11.55829], [2.55623, 9.94694, 4.55341], [3.43085, 9.16397, 4.42626], [4.41197, 9.24738, 3.57342], [4.47489, 10.24821, 2.64997], [5.34322, 9.69349, 1.50042], [3.33723, 7.94055, 5.14096], [4.91567, 11.08052, 3.19867], [3.56882, 10.78755, 2.37385], [6.35998, 9.70646, 1.89301], [5.51489, 10.43293, 0.71821], [5.04190, 8.71069, 1.13789], [2.47389, 7.96385, 5.80594], [4.22719, 7.86062, 5.76520], [3.30732, 7.07785, 4.47541]]}